ClFN2O2 | ωB97M-V with the def2-TZVPD basis set

**Energy relative to the best compared isomer or geometry (same formula, charge and spin)**: 32.6 kcal per mole
**LUMO energy (spin up / spin down)**: -1.2 / -1.5 eV
**HOMO (spin up / spin down)**: -10.6 / -9.8 eV

XYZ file:
```
6
Properties=species:S:1:pos:R:3:forces:R:3
N -1.07230 -0.60360 -0.08509 -0.3701 0.1159 -0.1356
N 1.20975 0.93446 0.52530 0.7949 0.3365 -0.8552
O -1.24902 0.30501 0.65737 -1.6334 -0.4178 -0.6606
O -1.67313 -1.42686 -0.69372 -0.5265 0.5848 0.5448
F 1.66749 1.48879 -0.71977 -0.6015 -0.7993 1.1832
Cl 1.11722 -0.69781 0.31590 2.3367 0.1799 -0.0766
```
Positions in Å, forces in eV/Å.

***

C5H28N2O7 | ωB97M-V with the def2-TZVPD basis set

**Energy relative to the best compared isomer or geometry (same formula, charge and spin)**: 10.6 kcal per mole
**LUMO energy**: 0.1 eV
**HOMO**: -8.5 eV
**SMILES**: CCCCNCN.O.O.O.O.O.O.O

XYZ file:
```
42
Properties=species:S:1:pos:R:3:forces:R:3
C -2.14195 1.49964 -2.19212 0.6354 0.1384 0.3760
C -2.75252 1.01841 -0.87271 -0.6145 0.0401 -0.4378
C -2.73921 -0.51476 -0.81185 -0.1094 0.7065 -0.5280
C -1.40522 -1.06425 -0.33593 -0.2544 0.1097 0.1181
N -1.42522 -1.06603 1.10872 -0.1206 -1.1009 -0.0990
C -0.27134 -1.46081 1.83622 0.0215 0.2706 -0.3947
N 0.77457 -0.41270 1.87199 -0.1514 -0.0903 0.1728
H -1.16741 1.04192 -2.39436 -0.1371 -0.0516 0.0408
H -1.96934 2.57839 -2.21848 -0.1787 0.0028 0.0341
H -2.82291 1.23769 -2.99537 -0.0190 -0.0105 -0.2201
H -3.78329 1.38640 -0.89382 -0.0446 -0.1220 0.2724
H -2.30979 1.45352 0.02466 0.2846 0.0348 -0.0291
H -3.55264 -0.90385 -0.19973 0.1290 -0.0211 0.3344
H -2.99525 -0.85090 -1.81672 0.2642 -0.2119 -0.1329
H -0.54337 -0.48870 -0.69225 -0.1099 0.4033 -0.3412
H -1.25557 -2.03927 -0.79951 -0.0128 -0.3900 0.5202
H -2.12963 -0.51340 1.56649 0.1420 0.0200 0.0289
H -0.56272 -1.68331 2.85412 -0.0685 0.1153 0.3593
H 0.12323 -2.41220 1.45671 -0.0204 0.1647 -0.2624
H 1.53368 -0.56925 1.21882 -0.0063 -0.4177 -0.0115
H 1.19273 -0.45565 2.78878 0.3283 0.2990 0.0953
O 0.74835 2.18109 0.68831 -0.2074 0.0563 -0.3730
H 0.53264 1.23674 0.82854 0.1426 -0.0421 0.6118
H -0.06589 2.56759 0.35033 -0.0225 0.1393 0.0031
O 1.52388 1.86670 -1.95643 -0.1056 -0.7670 0.1117
H 1.95047 2.35927 -2.65751 0.1542 0.3558 0.2125
H 1.60358 2.29230 -1.08638 -0.0444 0.1921 -0.3657
O 2.78940 -0.73901 -1.08753 0.2589 0.2906 0.0125
H 2.21098 -0.00797 -1.35600 -0.2971 0.0235 -0.1682
H 3.66172 -0.33461 -1.15701 0.0802 -0.1279 -0.0048
O 0.48308 -2.82518 -2.25855 -0.1750 -0.0307 -0.1661
H 0.99194 -3.06983 -1.48106 0.1410 0.0214 -0.0731
H 0.92593 -3.22650 -3.01391 0.0611 0.0218 0.1613
O 3.12365 -2.55321 1.05838 -0.0805 -0.0740 -0.3499
H 2.82308 -3.39787 0.70015 0.1419 0.1140 0.1592
H 3.12432 -1.95470 0.28749 -0.1452 -0.1572 0.2441
O -2.28962 0.35983 4.05488 -0.3842 0.0445 0.0637
H -2.01185 -0.47343 4.45025 0.1741 0.1651 -0.1904
H -1.60355 0.65737 3.45163 0.2779 -0.1563 0.0895
O 3.31060 3.39130 0.78778 0.1766 -0.1116 -0.3243
H 3.91363 2.96065 0.16456 -0.3088 0.1114 0.2748
H 2.45682 2.92862 0.72843 0.2050 0.0420 0.1757
```
Positions in Å, forces in eV/Å.